# C4H13NO2

3 unconnected molecules or ions with the total composition C4H13NO2 at a distorted geometry (ωB97M-V/def2-TZVPD, the Open Molecules 2025 dataset).

Properties
- Kohn-Sham gap (eV) = 8.07
- energy above the lowest of the compared OMol25 structures with the same formula, charge and spin (kcal per mole) = 33.12
- 2S+1 = 1
- structure (SMILES) = C/C=C/NC.O.O
- lowest unoccupied orbital energy (eV) = 0.679
- F_max (eV Å⁻¹) = 1.39
- HOMO level (hartree) = -0.2717

The geometry in XYZ format:
```
20
Properties=species:S:1:pos:R:3:forces:R:3:lowdin_charge:R:1
H 1.283718 1.224685 2.585283 0.3 0.2 0.0 0.063
H 0.273408 -1.400231 1.035389 0.1 -0.2 0.2 0.117
H -1.836659 -3.023512 2.233241 0.1 -0.2 0.1 0.074
C 1.136275 1.248322 1.506516 -1.0 -0.9 -0.3 -0.118
N -1.797184 -1.159199 1.253751 0.5 0.7 -0.3 -0.115
H 1.357095 0.135956 -2.795491 0.7 -0.5 -0.3 0.031
H 2.259058 -0.224121 -1.693123 0.4 -0.2 0.2 0.017
C -0.239023 0.648665 1.233640 0.3 0.0 0.1 -0.186
H 1.875197 0.598868 1.035135 0.3 0.2 0.1 0.058
C -0.508941 -0.665400 1.165957 -0.3 0.7 0.1 -0.191
O 2.101808 -0.476009 -2.607345 -1.0 0.8 0.1 -0.073
H -1.087375 1.330330 1.254373 0.0 0.0 0.2 0.085
H -2.472585 -0.412090 1.318162 -0.4 -0.7 0.1 0.120
H 1.213109 2.267101 1.140670 0.2 0.0 -0.1 0.060
H 0.388680 2.782384 -3.514400 0.4 0.1 0.4 0.043
H -1.576721 -3.038662 0.445677 0.1 -0.4 0.1 0.078
O 1.362097 2.788603 -3.516057 -0.9 -0.2 -0.3 -0.062
H -3.156666 -2.711851 1.094475 -0.1 0.0 0.1 0.078
H 1.519021 2.653341 -4.455775 0.5 0.0 -0.1 0.036
C -2.094319 -2.567174 1.279919 -0.4 0.5 -0.5 -0.115
```
Forces are in eV/Å.